ORCA calculation (ωB97M-V/def2-TZVPD) on the ion C6H10N3O4P with charge -2 in a non-equilibrium geometry.

Positions of all 24 atoms, in Å:
C  -0.06485  2.26611  -1.32857
N  -0.72845  1.99418  -0.08940
N  -1.58200  2.89553  0.50179
C  -1.90735  2.24922  1.61686
N  -1.31467  1.10679  1.78621
C  -0.63390  0.89873  0.63245
C  0.16247  -0.23311  0.09347
C  0.23537  -1.49264  0.97563
C  1.63423  -1.92594  1.19342
O  2.39974  -2.37524  0.07056
P  -0.51765  -1.22896  -1.69469
O  -0.74860  -0.09849  -2.70116
O  0.75485  -1.96644  -2.02127
O  -1.67699  -2.10947  -1.31666
H  -0.25202  1.53290  -2.09227
H  -0.35403  3.28654  -1.62760
H  1.02021  2.26415  -1.15778
H  -2.63744  2.83426  2.26121
H  1.07901  0.07558  -0.32199
H  -0.27166  -1.25190  1.96463
H  -0.37744  -2.34867  0.35215
H  1.60204  -2.88238  1.85285
H  2.28473  -1.17876  1.77287
H  1.89442  -2.31198  -0.72272

Forces on atoms 1 to 2 (eV/Å):
C 0.79 1.64 0.07
N -1.14 1.20 -0.26

Output
HOMO energy: -0.018 hartree
Net charge: -2
2S+1: 1
Frontier orbital gap: 6.7 eV